No. 1
C5H17N2O | the ωB97M-V functional and the def2-TZVPD basis

As for the HOMO energy: -13.048 eV. As for the orbital gap: 10.3328 eV. The total charge is +1.

Cartesian coordinates (Å):
1 O 1.9635 1.0521 -2.8479
2 N -1.6403 0.6084 -0.3059
3 N 1.0476 -0.6985 -0.5615
4 C -1.4698 0.5203 1.1763
5 C -0.3922 -0.5753 1.3643
6 C -2.8517 -0.1147 -0.7223
7 C 0.9549 -0.0093 0.8752
8 C 2.2077 -0.4492 1.5025
9 H 0.0607 -0.4898 -0.9042
10 H 2.3506 -1.4457 1.9969
11 H 3.1339 -0.5041 0.9047
12 H -1.6774 1.6018 -0.5951
13 H 1.2087 -1.6981 -0.6498
14 H -0.5083 -1.5079 0.8070
15 H 0.9012 1.0881 0.6699
16 H -1.0479 1.4215 1.6275
17 H 1.6464 0.9128 -3.7530
18 H -2.8160 -1.0383 -0.1378
19 H 2.4390 0.2819 2.3003
20 H 2.0439 2.0164 -2.9242
21 H 1.5767 -0.1974 -1.2811
22 H -3.7919 0.4712 -0.7953
23 H -2.6532 -0.4239 -1.7701
24 H -0.2726 -0.9647 2.3946
25 H -2.4132 0.1422 1.6288



No. 2
C5H17N2O | the ωB97M-V functional and the def2-TZVPD basis

As for the HOMO energy: -13.304 eV. As for the orbital gap: 10.2558 eV. The total charge is +1.

Cartesian coordinates (Å):
1 O 1.6239 0.4330 2.6137
2 N -0.1486 -2.9277 -0.3829
3 N -0.8641 -0.4821 1.1808
4 C -1.3187 1.8550 -1.9150
5 C -0.1790 1.9870 -0.9181
6 C 0.6995 -1.7506 -0.1592
7 C -0.1931 -0.4908 -0.1304
8 C 0.5780 0.7568 -0.4457
9 H 1.4878 -1.6671 -0.9069
10 H 0.4261 2.8493 -1.2023
11 H 1.4159 0.5758 -1.1197
12 H 2.3726 -0.0399 2.9977
13 H -0.1495 -0.3552 1.9157
14 H -0.0805 -3.3575 -1.2923
15 H 1.5481 1.2127 3.1854
16 H 1.1035 -1.9152 0.8450
17 H -1.0711 1.9451 -2.9735
18 H -0.6019 2.5007 -0.0463
19 H -1.7272 0.8277 -1.9724
20 H -1.3011 -1.3947 1.3318
21 H -2.2120 2.4360 -1.6918
22 H -0.9227 -0.6856 -0.9143
23 H 1.1641 1.0324 0.4282
24 H -1.5469 0.2754 1.2196
25 H -0.1031 -3.6205 0.3527



No. 3
C5H17N2O | the ωB97M-V functional and the def2-TZVPD basis

Its spin multiplicity is 2. As for the HOMO energy (spin up / spin down): -19.080 / -19.081 eV. As for the orbital gap (spin up / spin down): 11.9147 / 6.5208 eV. As for the expectation value of S²: 0.755. The total charge is +2.

Cartesian coordinates (Å):
1 O -2.0420 2.0919 -0.5380
2 N 0.3200 0.5002 -0.0528
3 N 1.7695 -1.4084 -2.0879
4 C -0.2767 -0.3527 -1.1247
5 C 0.5001 -1.6704 -1.4606
6 C -1.0918 -0.3992 1.7892
7 C 1.0601 0.7879 2.2880
8 C 0.3187 -0.1482 1.3415
9 H -0.2781 1.3616 -0.0123
10 H 2.0322 1.1367 1.9091
11 H 1.8485 -1.2707 -3.0987
12 H -2.8287 1.5585 -0.3691
13 H 0.4651 1.6700 2.4922
14 H -1.2707 -0.5989 -0.7670
15 H 1.3216 0.2281 3.1758
16 H -0.1109 -2.2036 -2.1976
17 H -1.8049 0.3216 1.4040
18 H -1.4931 -1.3885 1.5427
19 H 0.6746 -2.2834 -0.5788
20 H -0.3534 0.2368 -2.0389
21 H 1.2571 0.8526 -0.2504
22 H 2.6513 -1.5821 -1.6000
23 H -1.1648 -0.3858 2.8718
24 H 0.9337 -1.0417 1.2001
25 H -2.2611 2.9941 -0.2783



No. 4
C5H17N2O2S | the ωB97M-V functional and the def2-TZVPD basis

As for the HOMO energy: -3.117 eV. As for the orbital gap: 6.8129 eV. The total charge is -1.

Cartesian coordinates (Å):
1 S 2.5489 -0.2546 0.2880
2 O 0.8875 -2.7344 -1.2106
3 O 0.4455 -3.6825 1.3306
4 N -1.2191 1.5685 1.7893
5 N -0.2307 1.8693 -1.1842
6 C 0.9918 1.2141 -1.7050
7 C 2.1895 1.1875 -0.6749
8 C -1.1258 0.8515 -0.5687
9 C -0.9241 0.4761 0.9165
10 C -1.9874 -0.6338 1.1857
11 H -1.2788 0.0330 -1.2581
12 H -1.9934 2.1795 1.5912
13 H -2.6706 -0.5864 0.3255
14 H -0.4205 2.1113 2.0811
15 H 0.2937 -3.4504 0.3960
16 H 0.0761 0.0551 1.0946
17 H -1.6995 -1.6856 1.2796
18 H -2.6920 -0.4390 1.9975
19 H 1.0296 -2.9383 1.5381
20 H 1.9621 2.0373 0.0159
21 H -2.1108 1.4029 -0.6801
22 H 0.8719 0.2092 -2.1176
23 H 1.4279 1.8951 -2.4480
24 H 1.7488 -2.7466 -0.7691
25 H 3.0878 1.3608 -1.2850
26 H 0.7428 -1.8279 -1.4616
27 H 0.0487 2.5285 -0.4668



No. 5
C5H17N2O5P2SSi | the ωB97M-V functional and the def2-TZVPD basis

As for the HOMO energy: 4.632 eV. As for the orbital gap: 1.3515 eV. The total charge is -3.

Cartesian coordinates (Å):
1 S -2.9735 0.6634 -1.3674
2 P -5.0761 -2.8977 -0.8519
3 P -1.9928 -0.6757 -0.3226
4 Si 0.2623 -0.4877 -0.6398
5 O -4.1835 -2.9671 -2.1312
6 O -5.5894 -4.3302 -0.5251
7 O -4.1958 -2.3566 0.3365
8 O -6.2737 -1.9392 -1.0803
9 O 2.0695 -1.9071 1.4941
10 N 0.9260 2.0335 -1.7540
11 N 2.6066 1.3713 3.0823
12 C 1.0472 0.2212 0.9289
13 C 2.7851 -0.0587 2.8007
14 C 0.5479 0.6587 -2.1277
15 C 2.2995 -0.4968 1.4122
16 C 0.0001 3.0888 -2.1347
17 H 2.7676 -2.3663 1.0219
18 H 0.5594 3.9789 -2.4384
19 H 0.8427 -1.8131 -0.9865
20 H -0.6439 3.3662 -1.2973
21 H 2.3889 1.5041 4.0619
22 H 1.3420 0.2176 -2.7425
23 H 1.2630 1.2781 0.7712
24 H 3.8468 -0.3284 2.8553
25 H -0.3700 0.6678 -2.7237
26 H -2.1700 -0.5284 1.0650
27 H 1.8679 2.2438 -2.0393
28 H 3.4695 1.8717 2.9061
29 H 0.3120 0.1632 1.7380
30 H 3.1081 -0.3094 0.6968
31 H -2.4060 -1.9993 -0.5866
32 H 2.2300 -0.6508 3.5259
33 H -0.6672 2.7844 -2.9475



No. 6
C5H17NO2 | the ωB97M-V functional and the def2-TZVPD basis

As for the HOMO energy: -8.884 eV. As for the orbital gap: 9.6311 eV. The total charge is 0. As for the SMILES: CCCNCC.O.O.

Cartesian coordinates (Å):
1 O 1.2392 -2.7563 1.3822
2 O -1.5792 -1.7957 1.6503
3 N 0.8346 -0.0227 0.1639
4 C -1.9608 0.4258 -0.9525
5 C 1.5814 1.1782 0.5231
6 C -1.0017 -0.5863 -1.6075
7 C 0.4459 0.0179 -1.2347
8 C 0.8287 2.5082 0.7430
9 H 2.0338 0.9736 1.5110
10 H -0.9976 -1.5240 -1.0856
11 H -1.7144 -2.1644 0.7602
12 H 1.3843 -1.8316 1.1447
13 H 1.1738 -0.8242 -1.6915
14 H 1.1497 -3.4261 0.6476
15 H 2.3399 1.3119 -0.2658
16 H 0.1484 2.6954 -0.1200
17 H -0.6562 -1.8267 1.9305
18 H -1.1772 -0.9773 -2.6454
19 H 0.1187 -0.2772 0.8039
20 H -1.4331 0.9046 -0.1563
21 H 0.5941 0.9867 -1.6888
22 H -2.8358 -0.0890 -0.6165
23 H -2.2294 1.3261 -1.5760
24 H 1.6363 3.2644 0.8009
25 H 0.0765 2.5085 1.5793



No. 7
C5H17NO2 | the ωB97M-V functional and the def2-TZVPD basis

As for the HOMO energy: -9.922 eV. As for the orbital gap: 10.6317 eV. The total charge is 0. As for the SMILES: CC(C)[C@H](C)N.O.O.

Cartesian coordinates (Å):
1 O 5.7689 -3.2489 2.3156
2 O 0.0881 -3.3112 2.1042
3 N -0.3585 -0.6061 0.1856
4 C -0.9555 1.1467 -2.3639
5 C -1.3635 1.4740 -0.9373
6 C 0.8980 1.5051 0.2338
7 C -2.8626 1.2183 -0.7440
8 C -0.4839 0.8532 0.1549
9 H -0.0355 -0.9062 -0.7372
10 H -1.1057 0.0783 -2.5611
11 H -3.4317 1.4139 -1.6455
12 H 0.1186 1.2743 -2.5468
13 H 0.3378 -4.1164 1.6485
14 H -0.0262 -2.6017 1.4636
15 H 4.8071 -3.1584 2.3359
16 H -1.4520 1.7375 -3.1078
17 H -1.2845 -1.0194 0.2176
18 H -3.3056 1.8400 0.0399
19 H 1.5454 0.9200 0.8894
20 H -0.9763 1.1856 1.0793
21 H -1.2274 2.5489 -0.7550
22 H -3.0135 0.2359 -0.2836
23 H 6.0939 -2.5781 2.9245
24 H 1.2784 1.7058 -0.7636
25 H 0.9462 2.4089 0.8533



No. 8
C5H17NO2 | the ωB97M-V functional and the def2-TZVPD basis

As for the HOMO energy: -8.643 eV. As for the orbital gap: 9.0800 eV. The total charge is 0. As for the SMILES: CCCN(C)C.O.O.

Cartesian coordinates (Å):
1 O -6.3483 1.6116 -0.5242
2 O -2.7280 2.2547 -4.4894
3 N 2.0550 -1.4375 0.8695
4 C -0.1755 0.7953 -0.2527
5 C -0.2900 -0.4832 0.5903
6 C 2.8531 -0.4407 0.1881
7 C 2.8753 -2.1164 1.8347
8 C 0.8900 -0.8331 1.5159
9 H 3.2279 -3.0740 1.4705
10 H -1.1747 1.1880 -0.4414
11 H -0.3970 -1.2738 -0.1626
12 H 3.3951 0.2749 0.8339
13 H -6.0521 1.2631 -1.3751
14 H -3.2920 2.7938 -3.9283
15 H -5.6650 1.2893 0.0732
16 H 0.1608 1.6228 0.3781
17 H 3.5401 -0.9090 -0.5126
18 H -1.1354 -0.5334 1.2571
19 H 3.7406 -1.5402 2.1775
20 H 2.3478 -2.3998 2.7451
21 H 0.2928 0.6055 -1.2077
22 H -1.9988 2.6354 -4.9750
23 H 0.4941 -1.5877 2.1891
24 H 1.1233 0.0372 2.1550
25 H 2.2607 0.2574 -0.4090